1.
ORCA calculation (ωB97M-V with the def2-TZVPD basis set) on the molecule C4H9N at a distorted geometry.

SMILES ... CN1CCC1
Frontier orbital gap ... 8.94 eV
Energy ... -5781.3791 eV
M ... 71.123 g mol⁻¹
ΔE to the lowest compared entry with this formula, charge and spin ... 56.10 kcal/mol
HOMO energy ... -7.76 eV
Maximum force ... 6.97 eV Å⁻¹

CARTESIAN COORDINATES (ANGSTROEM)
N -0.377 -0.115 -0.237
C -1.829 -0.167 0.044
C 0.747 -1.054 0.030
C 1.685 0.115 0.009
C 0.297 0.979 -0.017
H 2.408 0.350 0.737
H -2.174 0.773 -0.423
H -2.280 -0.821 -0.690
H -2.116 -0.099 1.142
H 0.766 -1.735 -0.803
H -0.039 1.424 0.982
H 0.592 -1.604 0.927
H 2.115 0.158 -0.939
H 0.204 1.797 -0.762

Forces on the atoms, in the same order (eV/Å):
-3.77 -5.66 -1.54
1.55 1.57 -0.73
-2.55 -0.29 -0.39
-2.41 1.82 -0.14
3.68 5.19 2.28
0.60 -0.14 1.15
0.04 0.14 0.57
-0.44 -1.12 0.92
0.13 -0.77 -1.19
0.73 -0.61 -0.20
1.03 0.17 -0.44
0.26 -0.50 1.13
0.93 0.33 -1.56
0.22 -0.13 0.15

***

2.
ORCA calculation (ωB97M-V with the def2-TZVPD basis set) on the molecule C4H9N at a distorted geometry.

SMILES ... CNC1CC1
Frontier orbital gap ... 10.10 eV
Energy ... -5781.9138 eV
M ... 71.123 g mol⁻¹
ΔE to the lowest compared entry with this formula, charge and spin ... 43.77 kcal/mol
HOMO energy ... -8.91 eV
Maximum force ... 3.35 eV Å⁻¹

CARTESIAN COORDINATES (ANGSTROEM)
N -0.450 0.956 0.757
C 1.734 -0.033 -0.255
C -1.752 0.390 0.375
C 0.676 -0.859 -0.781
C 0.449 -0.150 0.522
H 2.693 -0.492 0.194
H 0.777 -1.987 -0.619
H 0.353 -0.898 1.288
H -2.470 1.193 0.551
H 1.722 0.965 -0.722
H -1.714 0.186 -0.714
H -0.257 1.609 0.065
H 0.215 -0.426 -1.744
H -1.975 -0.453 1.082

Forces on the atoms, in the same order (eV/Å):
-0.18 -2.47 0.50
2.16 0.87 2.23
-0.40 0.99 0.63
-1.86 -1.68 -2.23
0.64 -0.30 0.22
-1.54 1.17 -1.05
-0.33 1.74 -0.89
0.40 0.07 0.59
-0.41 -0.26 -0.05
0.94 -0.57 0.24
-0.58 -0.67 0.73
0.58 1.89 -1.29
0.53 -1.31 1.52
0.03 0.52 -1.15

***

3.
ORCA calculation (ωB97M-V with the def2-TZVPD basis set) on the ion C4H9N2 with charge +1 at a distorted geometry.

SMILES ... C=[N+](C)[C@@H]1CN1
Frontier orbital gap ... 9.25 eV
Energy ... -7264.0429 eV
M ... 85.130 g mol⁻¹
Charge ... +1
ΔE to the lowest compared entry with this formula, charge and spin ... 94.52 kcal/mol
HOMO energy ... -14.37 eV
Maximum force ... 6.33 eV Å⁻¹

CARTESIAN COORDINATES (ANGSTROEM)
N -0.610 0.194 -0.265
N 1.671 0.391 0.969
C 0.957 -0.161 -0.114
C 1.435 -1.046 0.984
C -1.001 0.024 -1.603
C -1.292 0.664 0.731
H -2.064 0.222 -1.811
H -1.006 -0.894 -2.028
H -0.372 0.795 -2.034
H 1.215 1.102 1.632
H -2.337 1.070 0.478
H 2.241 -1.622 0.789
H 0.750 -1.489 1.645
H -0.985 0.805 1.679
H 1.399 -0.057 -1.053

Forces on the atoms, in the same order (eV/Å):
1.97 -1.07 4.28
-0.53 1.51 1.07
-2.14 0.87 1.82
-1.93 2.21 -0.19
-2.12 3.88 -0.58
-2.68 0.07 -5.74
0.18 0.89 0.66
1.53 -3.27 -0.78
-0.15 -0.33 -1.38
0.81 -1.89 -1.22
1.52 -0.99 0.44
2.65 -1.66 -0.52
-1.12 -0.31 0.73
1.69 0.20 2.93
0.31 -0.11 -1.52

***

4.
ORCA calculation (ωB97M-V with the def2-TZVPD basis set) on a cluster of 2 separate species, C4H9N2 in total at a distorted geometry.

Frontier orbital gap (alpha / beta) ... 6.99 / 7.39 eV
Energy ... -7261.6139 eV
M ... 85.130 g mol⁻¹
Charge ... +1
ΔE to the lowest compared entry with this formula, charge and spin ... 150.53 kcal/mol
HOMO energy (alpha / beta) ... -13.35 / -13.72 eV
Maximum force ... 3.71 eV Å⁻¹

CARTESIAN COORDINATES (ANGSTROEM)
N -2.400 0.237 -0.050
N -3.036 -0.692 0.488
C 0.908 0.809 0.647
C 1.502 -0.521 0.402
C -1.140 0.413 -0.489
C 2.252 -0.715 -0.722
H 1.685 -1.100 1.343
H 3.116 -1.398 -0.731
H -0.682 -0.552 -0.706
H 1.209 1.761 0.288
H 2.220 -0.136 -1.631
H -2.840 1.197 0.064
H 0.776 0.973 1.681
H -2.486 -1.524 0.552
H -1.084 1.249 -1.136

Forces on the atoms, in the same order (eV/Å):
-1.15 2.85 2.08
-0.71 0.88 0.01
-0.46 -2.36 0.14
1.45 1.77 -0.14
2.02 -1.90 0.15
0.69 -0.44 1.12
-0.44 0.21 -1.20
-0.88 -0.22 0.11
0.10 0.54 -0.43
0.01 0.37 -1.71
-0.48 0.46 0.03
-0.36 -1.55 -0.42
-0.96 -0.12 1.24
0.76 -0.99 -0.34
0.41 0.50 -0.66